A structure of composition C32H65NO8PS, computed with ωB97M-V with the def2-TZVPD basis set.

- Spin multiplicity: 2
- DFT total energy: -2654.422060 a.u.
- Strongest force on any atom: 3.0 eV Å⁻¹

Geometry as XYZ:
```
108
Properties=species:S:1:pos:R:3:forces:R:3:lowdin_spin:R:1
C 3.170217 2.270421 4.350754 -0.2502 0.0350 -0.2563 0.000
C 3.753298 3.150208 3.193435 0.3641 0.2007 1.5867 0.000
C 5.293322 3.292181 3.351018 0.2661 -0.8650 -0.7578 0.000
C 6.070112 3.411157 2.009628 -0.0328 0.8992 0.6453 0.000
C 5.536437 4.498679 1.033699 0.4598 -0.5983 -0.7669 0.000
C 4.472615 3.966620 0.011049 -0.4756 0.5860 1.2943 0.000
C 3.102811 4.663342 0.294461 0.2136 0.2088 -0.9117 0.000
C 2.880123 5.906205 -0.611442 -0.9126 -0.4738 0.5070 0.000
C 1.472194 6.525631 -0.349007 0.6019 -0.3803 -1.1332 0.000
C 0.392000 5.658380 -1.103308 -0.2534 1.8870 0.7526 0.000
C -0.979214 5.749137 -0.374695 0.1729 -0.8791 0.8392 0.000
C -1.692438 4.351088 -0.142516 0.3543 1.0607 -1.3021 0.000
C -3.101269 4.265718 -0.815673 0.2590 0.7348 0.5434 0.000
C -4.242207 4.163724 0.227263 -0.0533 -0.8082 -0.7787 0.000
C -4.054093 3.072105 1.307769 -0.6635 -0.2479 0.0526 0.000
C -4.516055 1.631171 0.920576 0.4685 0.1741 0.4122 0.000
C -3.669248 0.782588 -0.073690 -0.0952 -0.0635 0.7397 0.000
C -2.573492 -0.106764 0.587769 -0.4027 -0.1886 -1.2725 0.000
C -1.853451 -0.837629 -0.601896 0.1592 0.5468 0.0052 0.000
C -0.790467 0.094121 -1.317197 -0.3416 -0.9021 1.5249 0.000
C 0.712952 -0.244665 -1.043292 0.8731 1.0408 -0.0436 0.000
O 1.049690 -1.187404 0.004106 0.6986 -0.4933 -0.9369 0.000
S 2.504152 -1.898550 -0.312208 0.1109 -2.5170 1.2353 0.000
O 3.629149 -1.251933 0.289593 -0.9782 1.2633 -1.2059 0.000
O 2.387021 -3.262183 0.102870 -0.6557 0.3961 -0.8020 0.000
O 2.451952 -1.832176 -1.962669 -1.1654 0.5427 2.7009 0.000
C 1.682882 -0.637255 -2.208599 0.8389 1.7725 -2.3323 0.000
C 1.196436 -0.689356 -3.690861 -0.6588 -0.1727 -0.1615 0.000
P 1.926487 0.704276 -4.651363 2.4122 -0.2709 -0.5406 0.000
O 3.397271 0.601345 -4.574646 -0.4770 0.2946 0.3447 0.000
O 1.519581 0.564877 -6.221447 -1.2100 0.1669 1.6184 0.000
O 1.418902 2.126758 -4.019452 -0.3717 -1.4784 -0.5723 0.000
H 3.953405 1.845036 4.990841 -0.0880 0.1235 -0.2245 0.000
H 2.512680 2.855863 5.009336 0.1235 -0.1841 -0.2104 0.000
H 2.584338 1.424076 3.961316 0.1337 0.2679 0.1218 0.000
H 3.464353 2.755020 2.217139 0.1454 0.0725 0.1642 0.000
H 3.328234 4.155839 3.332645 -0.0515 -0.3124 -0.4928 0.000
H 5.580950 4.106074 4.034088 -0.3384 -0.0530 -0.2696 0.000
H 5.665564 2.371387 3.834182 -0.0848 0.2956 -0.1069 0.000
H 6.116310 2.431186 1.517715 -0.1474 0.2276 -0.0316 0.000
H 7.110341 3.677405 2.266394 -0.2831 -0.1926 -0.0841 0.000
H 5.116330 5.373516 1.554648 0.2188 -0.3374 0.0802 0.000
H 6.410845 4.871306 0.475738 -0.2883 -0.0376 0.1135 0.000
H 4.350469 2.881772 0.145083 0.1834 0.2595 -0.1644 0.000
H 4.785364 4.154428 -1.021353 -0.0965 -0.0625 0.1498 0.000
H 3.034982 5.030402 1.326483 0.1278 -0.3453 -0.1442 0.000
H 2.290085 3.924844 0.164509 0.1193 0.4141 -0.0432 0.000
H 3.687511 6.637066 -0.465968 -0.1504 -0.1879 0.0069 0.000
H 2.875057 5.588802 -1.663192 0.3003 0.1233 0.1045 0.000
H 1.254795 6.616330 0.723445 0.1025 -0.1576 -0.1986 0.000
H 1.478194 7.540055 -0.778431 -0.2005 -0.1981 0.2841 0.000
H 0.778259 4.641688 -1.188811 -0.3055 -0.0048 -0.1384 0.000
H 0.263549 6.145373 -2.082512 0.2870 -0.6910 -0.0088 0.000
H -1.673826 6.461575 -0.838391 0.2778 -0.2054 -0.1045 0.000
H -0.748865 6.165568 0.620981 -0.3063 -0.0888 -0.2968 0.000
H -1.702806 4.195978 0.939949 -0.1444 -0.3263 -0.3673 0.000
H -1.042032 3.613968 -0.639625 -0.1402 -0.0644 0.5345 0.000
H -3.250402 5.214607 -1.360771 -0.0203 -0.3674 0.1027 0.000
H -3.134828 3.498752 -1.603015 -0.0677 -0.0844 0.5076 0.000
H -4.423089 5.167877 0.637877 0.2506 -0.3729 0.2455 0.000
H -5.168963 3.906254 -0.317654 0.1847 0.1836 0.1973 0.000
H -3.032872 3.010655 1.706284 -0.2089 0.1702 -0.1636 0.000
H -4.697576 3.358115 2.158555 0.3028 -0.1036 -0.1785 0.000
H -5.574156 1.660936 0.616138 0.3543 0.0641 -0.1198 0.000
H -4.505633 1.069827 1.873345 -0.1398 0.0810 -0.3132 0.000
H -3.152904 1.358157 -0.851765 -0.4451 0.2199 0.0776 0.000
H -4.379188 0.098676 -0.567189 0.3694 0.1777 -0.0568 0.000
H -3.060502 -0.859693 1.220032 0.1773 0.2078 0.0392 0.000
H -1.880081 0.490536 1.196609 -0.0784 -0.1985 -0.1330 0.000
H -1.431400 -1.796076 -0.280976 0.1320 0.2474 -0.1359 0.000
H -2.625673 -1.050229 -1.354618 0.1577 -0.2016 0.2824 0.000
H -0.950674 1.081398 -0.859880 0.1420 -0.1343 -0.3054 0.000
H -1.038691 0.204695 -2.378147 0.4014 -0.2388 0.1170 0.000
H 1.130562 0.706458 -0.666101 -0.1116 -0.3095 -0.2351 0.000
H 2.447698 0.157952 -2.226820 -0.1560 -0.1870 0.2205 0.000
H 1.648537 -1.591395 -4.132446 -0.0689 0.3868 -0.0282 0.000
H 0.113024 -0.798135 -3.823274 0.1831 0.0397 0.1772 0.000
H 2.047424 1.184473 -6.735082 0.2336 0.0378 -0.1443 0.000
H 0.792943 1.903520 -3.321131 -0.3040 0.4849 0.1351 0.000
C -3.262032 -6.848994 2.138025 0.0982 0.3845 0.1778 0.002
C -3.026204 -7.555049 0.773949 -0.6916 -0.1407 2.1246 0.026
C -1.790408 -8.470093 0.829081 0.5163 0.0167 -0.3923 0.015
C -0.453506 -7.748429 0.705991 -0.0340 0.0174 0.0244 0.001
C -0.458244 -6.827864 -0.509451 0.0177 -0.5460 0.1511 0.014
C -1.628195 -5.843010 -0.479855 1.0430 1.9507 0.5461 0.027
N -2.940227 -6.527026 -0.299504 0.9498 -2.0314 -1.6912 0.346
O -3.250741 -7.094773 -1.427587 -0.6493 0.5392 -0.1138 0.561
C -1.382599 -4.819060 0.645296 -0.1535 -0.1276 0.4260 0.002
C -1.591167 -4.996812 -1.761263 -0.4885 -0.3063 -0.3979 -0.001
C -4.241039 -8.478693 0.614509 -0.1073 0.0411 -0.7730 -0.001
H -3.175833 -5.766812 2.083639 0.1252 -0.0428 -0.0824 0.001
H -4.274213 -7.017883 2.507026 0.0273 -0.1942 -0.0690 0.000
H -2.570115 -7.199835 2.905510 0.0157 0.0128 -0.0160 0.000
H -1.846618 -9.202096 0.016716 -0.1465 0.1136 -0.0833 0.002
H -1.802650 -9.050692 1.754116 -0.2340 0.0804 0.0235 0.001
H -0.234194 -7.190291 1.620488 -0.0123 0.0570 -0.0415 0.000
H 0.347853 -8.483089 0.600472 -0.0168 -0.0018 0.0444 0.001
H 0.488078 -6.284054 -0.556756 -0.1385 0.2083 -0.0178 0.001
H -0.503736 -7.437521 -1.417769 -0.1808 0.0376 -0.0106 0.003
H -2.216966 -4.119534 0.735425 -0.0804 -0.0856 -0.0262 0.001
H -0.494719 -4.230964 0.437491 0.2128 -0.0028 -0.1922 0.000
H -1.217631 -5.278420 1.618090 -0.0551 0.0177 -0.0051 0.000
H -1.623420 -5.602932 -2.665721 -0.1482 -0.0815 0.0755 -0.001
H -0.668904 -4.415261 -1.809081 0.0516 -0.0934 0.2757 0.000
H -2.425245 -4.291806 -1.793533 -0.0508 -0.0680 0.0260 0.000
H -5.162475 -7.906201 0.498055 0.0290 0.0359 -0.0109 0.000
H -4.345171 -9.107781 1.499502 0.1603 0.1643 0.1163 0.000
H -4.144958 -9.148730 -0.239082 0.0029 0.1364 -0.0786 0.000
```
Positions in Å, forces in eV/Å.